*a*
Entry from the OMol25 dataset: a cluster of 2 separate species, C5H10N2 in total (ωB97M-V with the def2-TZVPD basis set).

```
! wB97M-V def2-TZVPD RIJCOSX def2/J DEFGRID3
* xyz 0 1
C -2.05416 0.12058 0.53653
C -1.00784 0.11842 -0.26875
N -0.21519 0.90282 -1.09628
C 0.25963 -0.44730 -0.69178
C 1.28479 -0.68481 0.38743
C 2.22546 0.37965 0.80033
N 1.14318 -0.03824 1.68182
H -2.42437 -0.75210 -1.87982
H -2.69816 0.98991 0.61640
H -2.29312 -0.76944 1.10784
H -2.08307 -0.75498 -2.53946
H 0.20891 1.71164 -0.64897
H 0.32672 -1.12108 -1.54504
H 1.59403 -1.72676 0.44529
H 3.22455 0.12855 1.14530
H 2.15211 1.33443 0.28040
H 0.35653 0.60869 1.66877
*
```

## Properties
gap between HOMO and LUMO = 0.3692 hartree
structure (SMILES) = C=C1N[C@H]1[C@H]1CN1.[H][H]

Here are the natural (NBO) charges for atoms 1 to 2, given in e: -0.50 0.18

*b*
Entry from the OMol25 dataset: the molecule C5H10N2 (ωB97M-V with the def2-TZVPD basis set).

```
! wB97M-V def2-TZVPD RIJCOSX def2/J DEFGRID3
* xyz 0 1
C 0.58112 2.06419 0.57272
C -0.65085 1.48894 -0.06423
N -0.57254 0.80686 -1.34346
C -0.81188 0.01020 -0.11162
C 0.22779 -1.01616 0.41266
C -0.11844 -2.43076 0.19675
N 0.97286 -1.82524 -0.54411
H 0.86072 3.00119 0.08378
H 1.42761 1.36763 0.50925
H 0.39003 2.25870 1.63325
H -1.54132 2.11554 0.03496
H 0.40114 0.73289 -1.63161
H -1.86120 -0.31078 -0.10775
H 0.89293 -0.85252 1.24846
H 0.15468 -3.17323 0.94462
H -1.04301 -2.60579 -0.33963
H 0.69034 -1.63166 -1.49404
*
```

## Properties
gap between HOMO and LUMO = 0.3934 hartree
structure (SMILES) = C[C@H]1N[C@H]1[C@H]1CN1

Here are the natural (NBO) charges for atoms 1 to 2, given in e: -0.63 -0.07

*c*
Entry from the OMol25 dataset: a cluster of 2 separate species, C5H10N2 in total (ωB97M-V with the def2-TZVPD basis set).

```
! wB97M-V def2-TZVPD RIJCOSX def2/J DEFGRID3
* xyz 0 1
C -1.47900 -0.71610 0.31645
C -0.37111 -0.35788 -0.62725
C 1.12184 -0.86471 -0.27332
C -0.61499 0.15551 -1.83529
N 1.35154 -1.82898 0.51854
H 0.80994 -1.79827 1.37973
H 1.77337 -0.72170 -1.13312
H -2.33950 -1.13046 -0.20615
H -1.25945 -1.39595 1.14002
H -1.78427 0.20724 0.81569
H -1.61568 0.25635 -2.23200
H 0.16892 0.37260 -2.54729
C 0.77329 1.32477 1.26069
N 0.45218 2.29927 0.54168
H 1.04467 2.49735 -0.26041
H 0.24642 1.04903 2.16706
H 1.72184 0.65193 0.97497
*
```

## Properties
gap between HOMO and LUMO = 0.3636 hartree
structure (SMILES) = [H]/N=C\C(=C)C.C=N

Here are the natural (NBO) charges for atoms 1 to 2, given in e: -0.67 -0.04

*d*
Entry from the OMol25 dataset: a cluster of 2 separate species, C5H10N2 in total (ωB97M-V with the def2-TZVPD basis set).

```
! wB97M-V def2-TZVPD RIJCOSX def2/J DEFGRID3
* xyz 0 1
C 0.74507 0.12357 1.92959
C 0.45378 1.12747 0.85986
N -0.22342 2.17915 0.91683
H -0.71752 2.31615 1.80087
H 1.02467 0.95806 -0.09001
H 0.61576 -0.87986 1.51821
H 0.09411 0.26768 2.79085
H 1.78049 0.22109 2.24612
C -1.64962 -0.58772 -0.87994
C -0.42638 -1.32314 -1.31368
N 1.49674 -0.29713 -2.54159
C 0.63623 -0.72427 -1.78893
H 2.34410 0.12478 -2.17692
H -0.35264 -2.37097 -1.05543
H -2.53673 -0.97912 -1.37767
H -1.57870 0.47960 -1.07958
H -1.70594 -0.63533 0.24142
*
```

## Properties
gap between HOMO and LUMO = 0.3517 hartree
structure (SMILES) = [H]/N=C\C.CC=C=N

Here are the natural (NBO) charges for atoms 1 to 2, given in e: -0.70 0.16

Most stable structure: *d*

*a*
Entry from the OMol25 dataset: a cluster of 2 separate species, C5H10N2 in total (ωB97M-V with the def2-TZVPD basis set).

```
! wB97M-V def2-TZVPD RIJCOSX def2/J DEFGRID3
* xyz 0 1
C 1.26121 1.60115 -0.46973
C -0.04961 1.36935 -1.18365
N -0.43039 -0.00639 -1.61406
C -1.10748 0.59819 -0.55444
C -2.01807 0.38270 0.37935
C 0.15151 -2.16290 1.39270
N 1.06324 -1.67665 0.65656
H 2.09660 1.56705 -1.17915
H 1.41976 0.83003 0.28978
H 1.27017 2.58465 0.01153
H -0.32616 2.12023 -1.92325
H 0.22951 -0.70845 -1.27633
H -2.53521 -0.57184 0.43961
H -2.28846 1.15440 1.09313
H -0.70814 -1.54074 1.65110
H 0.16273 -3.18277 1.78875
H 1.80879 -2.35800 0.49808
*
```

## Properties
gap between HOMO and LUMO = 0.3560 hartree
structure (SMILES) = C=C1N[C@@H]1C.C=N

Here are the natural (NBO) charges for atoms 1 to 2, given in e: -0.63 -0.10

*b*
Entry from the OMol25 dataset: a structure of composition C5H10N2 (ωB97M-V with the def2-TZVPD basis set).

```
! wB97M-V def2-TZVPD RIJCOSX def2/J DEFGRID3
* xyz 0 1
C -0.92417 0.60060 -0.04805
C 0.19964 0.52379 -0.89834
C 1.11712 -0.81611 -0.87142
C 0.22151 0.06035 1.11989
C 0.95978 1.16703 0.33002
H -1.81501 -1.14855 0.17019
H -2.85164 -0.15494 0.45335
H -1.41113 1.50601 0.19145
H 0.25532 1.13406 -1.78339
H 0.53694 -1.35091 -1.61661
H 2.16043 -0.57086 -0.90254
H 1.21796 -1.65971 1.39873
H -0.14572 -0.23378 2.22022
H 0.84270 2.16885 0.41692
H 2.04220 1.10149 0.22134
N -2.07419 -0.35264 -0.28522
N 0.60629 -1.07673 0.49062
*
```

## Properties
gap between HOMO and LUMO = 0.3188 hartree

Here are the natural (NBO) charges for atoms 1 to 2, given in e: -0.07 -0.24

*c*
Entry from the OMol25 dataset: a cluster of 2 separate species, C5H10N2 in total (ωB97M-V with the def2-TZVPD basis set).

```
! wB97M-V def2-TZVPD RIJCOSX def2/J DEFGRID3
* xyz 0 1
C 0.46619 -0.55614 1.91805
C 0.71447 0.07768 0.78595
N 1.44423 -0.01656 -0.39163
C 0.24212 0.86393 -0.33245
C -1.12042 0.46475 -0.82701
C -1.27477 -0.57042 -1.86865
N -1.66571 -0.84012 -0.49209
H 1.77587 1.18826 1.89561
H 1.13338 -1.33743 2.26494
H -0.37690 -0.25360 2.52547
H 2.10686 1.65574 1.40776
H 1.31461 -0.93570 -0.80347
H 0.51086 1.90704 -0.50620
H -1.83989 1.27812 -0.75197
H -2.09311 -0.51193 -2.57860
H -0.35971 -1.01621 -2.25874
H -0.97809 -1.39740 0.01305
*
```

## Properties
gap between HOMO and LUMO = 0.3655 hartree
structure (SMILES) = C=C1N[C@H]1[C@H]1CN1.[H][H]

Here are the natural (NBO) charges for atoms 1 to 2, given in e: -0.53 0.20

Most stable structure: *a*

*a*
Entry from the OMol25 dataset: the molecule C5H10N2 (ωB97M-V with the def2-TZVPD basis set).

```
! wB97M-V def2-TZVPD RIJCOSX def2/J DEFGRID3
* xyz 0 1
C -2.19971 0.19457 -0.03535
C -1.05296 -0.41019 -0.90897
N -0.22944 0.57853 -1.60233
C 0.48940 -0.53422 -1.00384
C 1.50464 -0.63366 0.09964
C 1.99228 0.53670 0.85426
N 1.09412 -0.43292 1.47895
H -3.14296 0.02600 -0.58320
H -2.13220 1.29046 0.03976
H -2.37406 -0.19476 0.97210
H -1.44742 -1.21210 -1.51234
H -0.21234 1.41715 -1.03148
H 0.87794 -1.09356 -1.86146
H 2.18925 -1.47493 -0.03955
H 2.99938 0.54566 1.26374
H 1.61188 1.50836 0.54763
H 0.13340 -0.09858 1.46798
*
```

## Properties
gap between HOMO and LUMO = 0.3579 hartree
structure (SMILES) = C[C@H]1N[C@H]1[C@H]1CN1

Here are the natural (NBO) charges for atoms 1 to 2, given in e: -0.64 -0.09

*b*
Entry from the OMol25 dataset: the molecule C5H10N2 (ωB97M-V with the def2-TZVPD basis set).

```
! wB97M-V def2-TZVPD RIJCOSX def2/J DEFGRID3
* xyz 0 1
C -0.98795 -1.89501 -0.00696
C 1.14626 0.71690 -1.51218
C 0.19280 -0.18921 1.41604
C -0.13597 -0.68512 0.20890
N -0.28272 1.57989 0.37169
C -0.14726 0.43424 -0.76834
N 0.68580 -0.31849 2.52302
H 0.51489 2.06034 0.78751
H -1.25377 1.72775 0.63045
H 0.47351 0.47238 3.13398
H -0.99661 0.40621 -1.46396
H -0.99177 -2.52955 0.88446
H -0.62277 -2.49706 -0.84631
H -2.02602 -1.61702 -0.22446
H 1.99424 0.83753 -0.83189
H 1.37688 -0.12387 -2.17568
H 1.06045 1.62009 -2.12628
*
```

## Properties
gap between HOMO and LUMO = 0.2917 hartree
structure (SMILES) = CC(=C=N)[C@H](C)N

Here are the natural (NBO) charges for atoms 1 to 2, given in e: -0.61 -0.62

Most stable structure: *a*

*a*
Entry from the OMol25 dataset: the molecule C5H10N2 (ωB97M-V with the def2-TZVPD basis set).

```
! wB97M-V def2-TZVPD RIJCOSX def2/J DEFGRID3
* xyz 0 1
C -0.86011 0.77673 -1.49522
C 0.91651 -0.33442 1.44412
C -1.95527 -0.23966 0.57207
C -0.78971 0.19269 -0.26124
C 1.35514 -0.19104 -1.05893
N 0.46777 -0.22803 0.07286
N 2.60334 0.04936 -1.05500
H 2.95789 0.49090 -0.20929
H -1.80972 0.81687 -2.00868
H -0.18452 1.54774 -1.82851
H 0.97968 -0.75928 -1.90538
H 1.97378 -0.59928 1.44488
H 0.79704 0.60336 1.99414
H 0.33450 -1.10113 1.95563
H -1.80896 -1.22626 1.01059
H -2.84847 -0.27482 -0.04872
H -2.12889 0.47626 1.37669
*
```

## Properties
gap between HOMO and LUMO = 0.3277 hartree
structure (SMILES) = [H]/N=C\N(C)C(=C)C

Here are the natural (NBO) charges for atoms 1 to 2, given in e: -0.54 -0.41

*b*
Entry from the OMol25 dataset: a cluster of 3 separate species, C5H10N2 in total (ωB97M-V with the def2-TZVPD basis set).

```
! wB97M-V def2-TZVPD RIJCOSX def2/J DEFGRID3
* xyz 0 1
C 1.61548 -0.44761 -1.13440
C 0.34678 -1.04384 -1.69310
N -0.80757 -1.33659 -0.74292
C -0.94531 -0.40485 -1.57144
C -1.50916 2.02644 0.91227
C -0.92574 0.99900 1.74583
N -0.29213 1.86353 0.65959
H 2.24665 -1.22823 -0.69511
H 1.39012 0.30051 -0.36825
H 2.19051 0.04331 -1.92858
H 0.48405 -1.79100 -2.47780
H 0.31258 -2.13396 1.36412
H -1.68273 0.34307 -1.84215
H -2.33571 2.64209 0.57924
H -0.63768 1.22134 2.77237
H -1.05913 -0.05473 1.50383
H 0.75674 -2.24734 1.95146
*
```

## Properties
gap between HOMO and LUMO = 0.3989 hartree
structure (SMILES) = C[C@@H]1C=N1.C1=NC1.[H][H]

Here are the natural (NBO) charges for atoms 1 to 2, given in e: -0.65 -0.13

Most stable structure: *a*